The following is a DFT calculation (wB97M-V/def2-TZVPD) of C61H46Cl4FGeLaOP3 as an isolated structure.

Each line ends with the Mulliken charge.
Atoms and positions in Å:
La  -0.34615  -2.15425  -0.92115  1.397
F  -0.04037  -0.21798  0.35320  0.622
Ge  0.69516  1.77032  0.35069  1.156
C  -0.12675  2.81772  -1.12768  -0.267
C  -0.04564  4.21942  -0.99217  -0.259
C  -0.20939  5.11435  -2.07153  -0.891
C  -0.58494  4.60200  -3.29651  -0.928
C  -0.81811  3.21756  -3.41917  0.179
C  -0.61610  2.30070  -2.38410  -0.417
P  -0.97274  0.56348  -2.75385  1.263
C  -2.73019  0.61408  -3.30305  0.375
C  -3.25095  -0.45306  -4.07331  -0.478
C  -4.51412  -0.36698  -4.66796  -0.587
C  -5.34055  0.73430  -4.46636  -0.683
C  -4.90702  1.72760  -3.58578  -0.635
C  -3.62735  1.67815  -3.04226  -0.523
C  0.10210  0.48642  -4.20763  0.646
C  1.47446  0.73692  -3.99047  -0.582
C  2.45058  0.46307  -4.96803  -0.598
C  2.05518  -0.02317  -6.20184  -0.667
C  0.68347  -0.24835  -6.43579  -0.445
C  -0.26738  -0.02047  -5.46946  -0.492
C  -0.05415  2.61415  1.94808  0.554
C  0.48872  3.81365  2.40802  -0.258
C  -0.26387  4.70293  3.17868  -0.840
C  -1.55752  4.40176  3.53973  -0.902
C  -2.11353  3.19570  3.09178  -0.394
C  -1.36808  2.25830  2.38884  -0.411
P  -1.94138  0.55572  2.39203  1.351
C  -3.71464  0.63682  2.17992  0.196
C  -4.24035  0.74220  0.87547  -0.909
C  -5.59533  0.94799  0.67839  -0.498
C  -6.48563  0.90541  1.73814  -0.667
C  -5.98759  0.73408  3.01869  -0.677
C  -4.62275  0.61519  3.25010  -0.125
C  -1.62901  0.05754  4.07755  0.672
C  -2.28568  -1.08754  4.57609  -0.842
C  -2.09421  -1.51842  5.86657  -0.801
C  -1.20234  -0.85333  6.71465  -0.595
C  -0.49322  0.24320  6.23448  -0.788
C  -0.66380  0.66029  4.91761  -0.590
C  2.64256  1.46239  0.12523  0.705
C  3.25204  2.60713  -0.36001  -0.471
C  4.51797  2.61151  -0.97176  -0.754
C  5.24039  1.43908  -1.04018  -0.945
C  4.70322  0.30647  -0.44416  -0.808
C  3.44763  0.25378  0.19197  0.156
P  3.11816  -1.44172  0.88449  0.330
C  4.41319  -1.40072  2.15440  0.338
C  5.08017  -2.57802  2.51878  -0.542
C  5.97405  -2.58592  3.57763  -0.624
C  6.23345  -1.45480  4.32981  -0.560
C  5.61283  -0.27208  3.97326  -0.708
C  4.73583  -0.24094  2.87796  -0.149
C  1.76711  -2.08004  1.90383  1.429
C  1.69012  -1.59434  3.21488  -0.423
C  1.13530  -2.32249  4.27024  -1.017
C  0.46203  -3.51405  4.09113  -0.964
C  0.08911  -3.93463  2.75206  -0.624
C  0.88860  -3.20447  1.60281  -1.388
H  0.21835  4.68055  -0.04644  0.475
H  -0.03396  6.16202  -1.87434  0.477
H  -0.72448  5.22454  -4.17182  0.444
H  -1.18614  2.86912  -4.38052  0.453
H  -2.65091  -1.36137  -4.21056  0.033
H  -4.83658  -1.19818  -5.28811  0.469
H  -6.31604  0.78099  -4.93968  0.406
H  -5.55307  2.55918  -3.33330  0.489
H  -3.33416  2.46714  -2.36191  0.396
H  1.84087  1.15194  -3.04796  0.093
H  3.48719  0.67193  -4.74203  0.520
H  2.76185  -0.22456  -7.00482  0.392
H  0.37124  -0.65952  -7.39187  0.445
H  -1.33104  -0.18123  -5.64202  0.444
H  1.50950  4.09770  2.12497  0.476
H  0.18169  5.62732  3.53018  0.423
H  -2.15640  5.09264  4.11297  0.480
H  -3.14289  2.96876  3.36132  0.433
H  -3.58300  0.71082  0.01093  0.297
H  -5.94607  1.14450  -0.32611  0.490
H  -7.54873  1.05096  1.55518  0.387
H  -6.65879  0.71555  3.86794  0.427
H  -4.28288  0.53428  4.29066  0.362
H  -2.97729  -1.64870  3.95928  0.503
H  -2.66435  -2.34959  6.24401  0.487
H  -1.01686  -1.21079  7.71117  0.408
H  0.20064  0.76044  6.87680  0.445
H  -0.09275  1.50316  4.56558  0.297
H  2.73367  3.57745  -0.31031  0.287
H  4.90387  3.54698  -1.36821  0.443
H  6.22131  1.37119  -1.50811  0.444
H  5.31251  -0.60091  -0.43400  0.474
H  4.85158  -3.51924  2.01912  0.394
H  6.45117  -3.50479  3.89250  0.393
H  6.89861  -1.47446  5.17740  0.420
H  5.81329  0.63947  4.52784  0.429
H  4.30958  0.71409  2.57271  0.347
H  2.02192  -0.57434  3.47525  0.424
H  1.26246  -1.87085  5.23700  0.633
H  0.15447  -4.07995  4.98137  0.395
H  -0.14764  -4.99177  2.50113  0.575
H  1.19186  -3.94183  0.83595  1.126
Cl  2.57705  -5.64388  -6.53061  -0.215
C  1.45648  -4.70416  -5.62119  -0.028
C  2.06398  -3.91023  -4.61489  -0.932
C  1.32676  -3.04334  -3.84711  0.298
Cl  2.22007  -2.14472  -2.53740  0.165
C  -0.10437  -3.01718  -3.95109  0.692
O  -0.87624  -2.36084  -3.10002  -0.471
C  -0.73665  -3.83764  -4.95549  0.190
Cl  -2.42184  -4.05917  -5.25368  -0.204
C  0.06192  -4.67593  -5.72410  -0.535
H  3.12414  -3.90529  -4.44677  0.489
H  -0.42651  -5.32598  -6.43671  0.491
Cl  -0.18486  -5.01181  -1.11462  -0.586
C  -0.59556  -3.04216  1.74653  -1.470
H  -0.99903  -2.10482  2.16911  0.527
H  -1.24152  -3.68708  1.11595  0.713

Properties
Total charge: +1
Kohn-Sham gap (eV): 7.06
Calculated total energy (Eh): -7500.39483
Maximum force (eV Å⁻¹): 3.7
ΔE to the lowest compared entry with this formula, charge and spin (eV): 0.000